Computed, not measured: a 2-piece molecular cluster, C44H48NO3Si overall, with wB97M-V/def2-TZVPD.

CARTESIAN COORDINATES (ANGSTROEM)
C  5.51  1.65  2.29
O  5.31  0.23  2.48
C  4.03  -0.23  2.58
C  3.78  -1.43  3.32
C  2.53  -1.65  3.85
C  1.42  -0.81  3.49
C  0.15  -0.92  4.11
C  -1.02  -0.38  3.47
C  -2.16  -1.16  3.15
C  -3.25  -0.57  2.54
C  -3.24  0.82  2.27
O  -4.47  1.33  1.99
C  -5.43  0.20  2.13
C  -4.60  -1.08  2.15
C  -2.10  1.61  2.45
C  -1.04  1.01  3.10
C  1.68  0.14  2.44
C  2.95  0.51  2.07
H  6.58  1.75  2.45
H  5.23  1.96  1.27
H  4.95  2.27  3.01
H  4.60  -2.12  3.50
H  2.34  -2.48  4.54
H  0.03  -1.58  4.99
H  -2.19  -2.23  3.38
H  -5.95  0.35  3.10
H  -6.14  0.28  1.30
H  -4.58  -1.50  1.13
H  -5.02  -1.85  2.81
H  -2.10  2.65  2.13
H  -0.16  1.63  3.31
H  0.87  0.65  1.93
H  3.09  1.37  1.41
C  3.94  2.84  8.12
Si  2.29  3.62  8.53
C  2.16  3.94  10.36
C  1.93  5.14  7.49
O  1.10  2.56  8.06
C  0.27  1.51  8.56
C  1.15  0.71  9.52
C  0.98  0.81  10.90
C  1.82  0.10  11.76
C  2.89  -0.64  11.24
C  3.14  -0.63  9.87
C  2.29  0.07  9.00
C  -1.01  2.09  9.19
C  -1.41  3.39  8.90
C  -2.54  3.94  9.51
C  -3.30  3.17  10.39
C  -2.93  1.85  10.66
C  -1.80  1.30  10.04
C  -0.20  0.76  7.25
C  -0.77  1.79  6.24
C  -2.26  1.53  6.07
C  -2.58  0.32  6.95
N  -1.28  -0.22  7.38
C  -1.06  -1.57  7.39
C  0.07  -2.07  7.97
C  0.47  -3.44  8.29
C  0.95  -3.71  9.60
C  1.42  -4.96  9.96
C  1.44  -5.99  9.01
C  0.98  -5.75  7.70
C  0.49  -4.49  7.35
H  4.75  3.52  8.42
H  4.09  1.88  8.64
H  4.03  2.65  7.04
H  2.71  4.86  10.59
H  1.12  4.06  10.69
H  2.62  3.12  10.94
H  2.69  5.92  7.68
H  1.95  4.91  6.42
H  0.95  5.58  7.73
H  0.22  1.48  11.30
H  1.60  0.13  12.83
H  3.53  -1.21  11.91
H  3.99  -1.17  9.43
H  2.52  0.15  7.93
H  -0.81  4.01  8.23
H  -2.79  4.97  9.27
H  -4.18  3.60  10.87
H  -3.50  1.24  11.36
H  -1.49  0.27  10.27
H  0.68  0.27  6.79
H  -0.57  2.82  6.54
H  -0.22  1.66  5.30
H  -2.85  2.41  6.36
H  -2.52  1.34  5.02
H  -3.17  0.66  7.82
H  -3.16  -0.43  6.39
H  -1.84  -2.21  6.95
H  0.65  -1.31  8.51
H  0.92  -2.90  10.33
H  1.74  -5.14  10.98
H  1.84  -6.97  9.29
H  1.00  -6.56  6.97
H  0.11  -4.30  6.35

Values from the calculation:
LUMO energy = -5.11 eV
Max |F| = 2.21 eV/A
HOMO = -9.3 eV
Total charge = +1